Entry 1:
C6H9N | wB97M-V/def2-TZVPD

Positions of all 16 atoms, in Å:
C 1.467 1.182 0.090
C 0.295 0.207 0.144
C -0.402 0.119 1.455
C -1.327 -1.121 -0.624
C -0.780 0.281 -0.923
C 0.583 -1.323 -0.083
N 1.304 -2.238 -0.210
H 1.948 1.167 -0.892
H 2.222 0.933 0.841
H 1.118 2.204 0.278
H -0.519 1.038 2.038
H -0.529 -0.803 2.000
H -1.257 -1.877 -1.408
H -2.227 -1.228 -0.032
H -0.373 0.392 -1.935
H -1.524 1.065 -0.739

Cartesian forces, eV/Å:
0.1 -0.1 0.0
0.4 -1.4 0.1
0.2 1.3 1.4
-0.2 -0.3 -1.8
-0.9 -0.2 -0.1
0.7 1.2 0.1
-0.3 -0.1 0.0
-0.1 -0.1 0.1
-0.1 0.0 -0.1
-0.1 -0.2 0.0
-0.1 -0.2 -0.3
0.0 0.0 -0.2
-0.1 0.3 0.1
0.3 0.0 0.4
-0.1 -0.1 0.2
0.2 0.0 -0.1

The value obtained for the lowest unoccupied orbital energy (spin up / spin down) is -0.69 / -0.12 eV. Its electronic energy is -288.5836 hartree. Its energy above the lowest of the compared OMol25 structures with the same formula, charge and spin is 5.399 eV. The gap between HOMO and LUMO (spin up / spin down) comes out at 8.1 / 8.2 eV. For the molecular weight, the calculation gives 95.1 g/mol.

natural (NBO) atomic charge list, values in e, 6 entries:
1 C -0.609
2 C -0.160
3 C -0.270
4 C -0.320
5 C -0.441
6 C 0.213

Entry 2:
C6H9N | wB97M-V/def2-TZVPD

Positions of all 16 atoms, in Å:
C -1.870 2.295 0.079
C -1.336 1.314 -0.371
C -0.646 0.124 -0.881
C 0.478 -0.311 0.051
C 0.025 -0.879 1.377
C 1.776 0.389 -0.050
N 1.602 -0.945 -0.632
H -2.337 3.170 0.475
H -1.365 -0.696 -1.008
H -0.221 0.330 -1.870
H -0.779 -0.271 1.804
H 0.845 -0.916 2.102
H -0.358 -1.898 1.239
H 1.905 1.189 -0.776
H 2.370 0.495 0.857
H 2.024 -1.650 -0.031

Cartesian forces, eV/Å:
0.2 -0.3 -0.1
-0.2 0.3 0.2
0.0 0.0 0.0
-0.1 0.1 0.1
0.0 0.0 0.0
0.1 0.3 0.1
0.1 -0.3 0.0
0.1 -0.2 -0.1
0.1 0.1 0.0
-0.1 0.0 0.1
0.1 -0.1 0.0
-0.1 0.0 -0.1
0.0 0.1 0.0
0.0 -0.1 0.1
-0.1 0.0 -0.1
-0.1 0.1 -0.1

The value obtained for the lowest unoccupied orbital energy is 1.03 eV. Its SMILES is C#CC[C@]1(C)CN1. Its electronic energy is -288.6772 hartree. Its energy above the lowest of the compared OMol25 structures with the same formula, charge and spin is 2.854 eV. The gap between HOMO and LUMO comes out at 10.6 eV. For the molecular weight, the calculation gives 95.1 g/mol.

natural (NBO) atomic charge list, values in e, 6 entries:
1 C -0.266
2 C 0.016
3 C -0.488
4 C 0.090
5 C -0.623
6 C -0.257

Entry 3:
C6H9N | wB97M-V/def2-TZVPD

Positions of all 16 atoms, in Å:
C 0.258 1.138 -1.636
C -0.368 0.415 -0.485
C -1.509 0.805 0.172
N -1.642 0.079 1.317
C -0.558 -0.761 1.444
C 0.240 -0.570 0.347
C 1.571 -1.237 0.167
H 1.108 1.704 -1.240
H -0.467 1.837 -2.052
H 0.658 0.520 -2.438
H -2.337 1.391 -0.192
H -2.493 -0.002 1.841
H -0.266 -1.160 2.400
H 1.696 -1.591 -0.851
H 2.384 -0.525 0.327
H 1.726 -2.044 0.878

Cartesian forces, eV/Å:
0.1 0.1 0.3
0.2 0.1 0.4
-0.6 -0.5 -0.7
0.2 -0.1 0.2
0.0 0.6 -0.1
0.4 -0.4 0.3
0.2 0.7 0.0
-0.1 0.1 -0.2
0.1 0.1 -0.1
-0.2 -0.3 0.0
0.1 0.3 0.1
0.0 0.1 0.1
-0.3 -0.5 0.0
0.0 -0.3 -0.1
0.0 0.1 0.0
-0.1 -0.2 -0.1

The value obtained for the lowest unoccupied orbital energy is 1.09 eV. Its SMILES is Cc1c[nH]cc1C. Its electronic energy is -288.7694 hartree. Its energy above the lowest of the compared OMol25 structures with the same formula, charge and spin is 0.345 eV. The gap between HOMO and LUMO comes out at 9.1 eV. For the molecular weight, the calculation gives 95.1 g/mol.

natural (NBO) atomic charge list, values in e, 6 entries:
1 C -0.625
2 C -0.094
3 C -0.066
4 N -0.509
5 C -0.092
6 C -0.082